--- one ---
Here is C3H7NO2S in the gas phase from the Open Molecules 2025 dataset. Energies are from ωB97M-V with the def2-TZVPD basis set.

```
! RIJCOSX wB97M-V def2-TZVPD def2/J DEFGRID3
* xyz 0 1
C -1.877 -0.336 -0.140
C -0.534 0.031 0.629
C 2.069 -0.828 -0.087
N -2.594 0.802 0.207
O 1.402 1.474 1.117
O 0.861 1.249 -1.315
S 0.940 0.677 0.018
H -1.709 -0.541 -1.172
H -2.387 -1.198 0.324
H -0.623 0.189 1.640
H 1.835 -0.778 -1.139
H 3.151 -0.565 0.030
H 1.959 -1.701 0.396
H -2.492 1.526 -0.507
*
```

Output
Highest occupied orbital energy (alpha / beta), Eh: -0.37095 / -0.37468
Gap between HOMO and LUMO (alpha / beta), eV: 9.20 / 8.70



--- two ---
Here is C3H7NO2S in the gas phase from the Open Molecules 2025 dataset. Energies are from ωB97M-V with the def2-TZVPD basis set.

```
! RIJCOSX wB97M-V def2-TZVPD def2/J DEFGRID3
* xyz 0 1
C -0.631 0.909 -2.294
C 0.057 0.379 -1.054
O 0.995 -0.413 -1.068
N -0.497 0.880 0.050
S 0.267 0.350 1.491
C 0.217 -1.451 1.629
O -0.229 0.993 2.664
H -0.945 1.935 -2.117
H 0.038 0.847 -3.143
H -1.518 0.311 -2.487
H 1.642 0.592 1.401
H 0.600 -1.827 0.688
H 0.822 -1.757 2.470
H -0.818 -1.747 1.768
*
```

Output
Structure (SMILES): CC(=O)N=[S@H](C)=O
Highest occupied orbital energy, Eh: -0.35398
Gap between HOMO and LUMO, eV: 10.03



two (321.9 kJ/mol below the next structure)



--- one ---
Here is C7H13N2 as an isolated structure from the Open Molecules 2025 dataset. Energies are from ωB97M-V with the def2-TZVPD basis set.

```
! RIJCOSX wB97M-V def2-TZVPD def2/J DEFGRID3
* xyz 1 1
C 0.894 -0.764 0.485
C 1.538 -1.056 -0.781
C 1.824 0.051 1.090
C 2.631 -0.292 -0.933
C -2.408 0.734 -1.178
C -1.039 0.785 -0.478
C -0.977 -0.431 0.476
N 2.830 0.299 0.226
N -1.605 -0.287 1.703
H 0.690 -1.579 1.055
H 1.020 -1.707 -1.570
H 1.867 0.495 2.095
H 3.190 -0.171 -1.810
H -2.334 0.068 -2.111
H -3.207 0.339 -0.483
H -2.725 1.731 -1.402
H -0.924 1.832 -0.039
H -0.286 0.733 -1.329
H -1.081 -1.375 0.009
H 3.543 1.001 0.476
H -1.780 -1.081 2.388
H -1.659 0.677 2.112
*
```

Output
Highest occupied orbital energy, Eh: -0.48937
Gap between HOMO and LUMO, eV: 9.04



--- two ---
Here is a 2-piece molecular cluster, C7H13N2 overall from the Open Molecules 2025 dataset. Energies are from ωB97M-V with the def2-TZVPD basis set.

```
! RIJCOSX wB97M-V def2-TZVPD def2/J DEFGRID3
* xyz 1 1
C -0.170 -0.007 0.196
C -1.301 0.616 0.337
C 2.021 -0.351 0.263
C -2.559 1.355 0.724
C 2.063 -1.661 0.899
C 2.406 1.938 -0.513
C -1.640 -1.366 -1.334
N 2.538 0.637 -0.137
N -1.456 -0.816 0.066
H -2.223 2.196 1.238
H -3.060 0.736 1.325
H -3.241 1.709 -0.164
H 1.473 -2.466 0.579
H 3.142 -2.001 0.750
H 1.684 -1.550 2.023
H 1.291 2.092 -0.468
H 3.019 2.248 -1.296
H 2.985 2.642 0.171
H -1.488 -0.678 -2.125
H -1.015 -2.131 -1.561
H -2.594 -1.619 -1.600
H -1.877 -1.520 0.626
*
```

Output
Highest occupied orbital energy, Eh: -0.48811
Gap between HOMO and LUMO, eV: 10.72



one (434.7 kJ/mol below the next structure)



--- one ---
Here is a 2-piece molecular cluster, C7H13N2 overall from the Open Molecules 2025 dataset. Energies are from ωB97M-V with the def2-TZVPD basis set.

```
! RIJCOSX wB97M-V def2-TZVPD def2/J DEFGRID3
* xyz 1 1
C -2.410 -0.139 -0.370
C -1.473 -0.921 -1.373
C -1.376 0.977 -0.258
C 0.929 0.313 -1.442
C 0.318 0.809 -2.470
C 1.745 0.228 1.454
C -0.527 0.237 -1.388
N 0.886 -0.741 1.699
N 3.000 0.048 1.837
H -3.369 0.059 -0.835
H -2.464 -0.901 0.565
H -1.012 -1.862 -1.010
H -2.081 -1.232 -2.249
H -1.523 2.036 -0.486
H -0.813 1.115 0.605
H 1.876 0.185 -1.038
H 0.276 1.224 -3.493
H 1.394 1.102 1.159
H -0.105 -0.609 1.800
H 1.176 -1.694 1.687
H 3.317 -0.664 2.463
H 3.710 0.631 1.383
*
```

Output
Highest occupied orbital energy, Eh: -0.45215
Gap between HOMO and LUMO, eV: 7.88



--- two ---
Here is a 2-piece molecular cluster, C7H13N2 overall from the Open Molecules 2025 dataset. Energies are from ωB97M-V with the def2-TZVPD basis set.

```
! RIJCOSX wB97M-V def2-TZVPD def2/J DEFGRID3
* xyz 1 1
C -1.130 -0.511 -1.352
C -0.295 -1.504 -0.706
C -1.753 0.449 -0.607
C -0.186 -1.489 0.697
C -1.638 0.483 0.761
C -0.958 -0.626 1.441
C 1.544 1.597 -1.263
N -1.230 -0.852 2.746
N 1.741 0.211 -1.787
H -1.393 -0.554 -2.438
H 0.183 -2.296 -1.208
H -2.374 1.191 -1.133
H 0.401 -2.311 1.172
H 1.073 -0.474 -1.258
H -2.174 1.214 1.257
H 1.862 1.716 -0.169
H 1.897 2.451 -1.816
H 0.461 1.722 -1.250
H -1.309 -1.584 3.428
H -1.804 -0.125 3.175
H 2.705 -0.126 -1.760
H 1.314 0.085 -2.700
*
```

Output
Highest occupied orbital energy, Eh: -0.42206
Gap between HOMO and LUMO, eV: 8.49



--- three ---
Here is an isolated ion of composition C7H13N2 and charge +1 from the Open Molecules 2025 dataset. Energies are from ωB97M-V with the def2-TZVPD basis set.

```
! RIJCOSX wB97M-V def2-TZVPD def2/J DEFGRID3
* xyz 1 1
C 1.008 -0.844 0.239
C 1.079 0.458 0.260
C -1.006 -0.877 -0.327
C -0.130 1.247 -0.213
C 1.887 -1.982 0.585
C 2.074 1.408 0.778
C -2.594 0.907 -0.742
N -1.267 0.350 -0.376
N -1.866 -1.899 -0.576
H -0.452 1.978 0.532
H 0.143 1.732 -1.145
H 2.659 -1.611 1.267
H 2.497 -2.381 -0.234
H 1.280 -2.753 1.187
H 1.554 2.397 0.707
H 3.062 1.373 0.311
H 2.288 1.368 1.851
H -2.539 1.876 -0.366
H -2.722 0.819 -1.800
H -3.221 0.070 -0.220
H -1.615 -2.792 -0.165
H -2.902 -1.889 -0.436
*
```

Output
Highest occupied orbital energy, Eh: -0.50350
Gap between HOMO and LUMO, eV: 10.72



two (158.8 kJ/mol below the next structure)



--- one ---
Here is C4H5NOS in the gas phase from the Open Molecules 2025 dataset. Energies are from ωB97M-V with the def2-TZVPD basis set.

```
! RIJCOSX wB97M-V def2-TZVPD def2/J DEFGRID3
* xyz 0 1
C 2.182 -1.166 -0.120
C 1.046 -0.408 0.052
N -0.172 -1.019 0.212
C -1.293 -0.352 0.095
O -2.439 -0.811 -0.219
C -0.947 1.100 0.110
S 0.784 1.253 -0.079
H 3.226 -0.647 0.200
H 2.260 -2.272 -0.194
H -0.358 -1.948 0.264
H -1.370 1.624 1.089
H -1.512 1.769 -0.637
*
```

Output
Structure (SMILES): C=C1NC(=O)CS1
Highest occupied orbital energy, Eh: -0.31017
Gap between HOMO and LUMO, eV: 9.08



--- two ---
Here is C4H5NOS in the gas phase from the Open Molecules 2025 dataset. Energies are from ωB97M-V with the def2-TZVPD basis set.

```
! RIJCOSX wB97M-V def2-TZVPD def2/J DEFGRID3
* xyz 0 1
O 0.208 2.095 0.008
C -0.410 0.848 0.082
C -1.760 0.612 -0.029
N -1.978 -0.757 -0.118
C -0.808 -1.419 0.036
C 0.228 -0.455 0.118
S 1.966 -0.529 -0.086
H 1.157 1.894 -0.547
H -2.687 1.218 0.000
H -2.837 -1.317 0.345
H -0.708 -2.526 -0.022
H 2.306 0.227 1.116
*
```

Output
Structure (SMILES): Oc1c[nH]cc1S
Highest occupied orbital energy, Eh: -0.30551
Gap between HOMO and LUMO, eV: 9.00



one (17.2 kJ/mol below the next structure)



--- one ---
Here is an isolated ion of composition C11H17NP and charge +1 from the Open Molecules 2025 dataset. Energies are from ωB97M-V with the def2-TZVPD basis set.

```
! RIJCOSX wB97M-V def2-TZVPD def2/J DEFGRID3
* xyz 1 1
C -1.487 -2.300 -2.887
P -0.656 -1.069 -2.103
N 0.859 -0.600 -2.902
C 1.507 0.153 -2.078
C 1.278 0.618 -0.641
C 0.510 1.943 -0.922
C 2.698 0.765 -0.018
C 0.276 -0.111 0.228
C -0.873 -0.797 0.054
C -2.149 -0.983 0.871
C -1.746 -0.716 2.322
C -0.828 0.470 2.308
C 0.590 0.163 1.751
H -2.479 -2.537 -2.644
H -1.151 -2.484 -3.898
H 2.475 0.541 -2.550
H -0.517 1.874 -1.251
H 1.036 2.659 -1.623
H 0.463 2.472 0.020
H 3.322 1.038 -0.788
H 2.991 -0.267 0.373
H 2.922 1.460 0.736
H -3.020 -0.450 0.536
H -2.470 -2.007 0.601
H -2.612 -0.534 2.833
H -1.176 -1.634 2.796
H -0.903 0.997 3.263
H -1.227 1.302 1.764
H 0.997 -0.836 1.956
H 1.369 0.873 1.893
*
```

Output
Structure (SMILES): C=P1=[N+]=CC(C)(C)C2=C1CCCC2
Highest occupied orbital energy, Eh: -0.48016
Gap between HOMO and LUMO, eV: 8.15



--- two ---
Here is an isolated ion of composition C11H17NP and charge +1 from the Open Molecules 2025 dataset. Energies are from ωB97M-V with the def2-TZVPD basis set.

```
! RIJCOSX wB97M-V def2-TZVPD def2/J DEFGRID3
* xyz 1 1
C 0.444 3.658 0.585
P -0.104 2.735 1.813
N -0.544 1.386 0.736
C -1.712 0.838 0.594
C -1.597 -0.485 -0.008
C -2.332 -0.646 -1.340
C -2.123 -1.262 1.163
C -0.175 -0.642 -0.190
C 0.405 0.370 0.510
C 1.845 0.680 0.572
C 2.695 -0.521 0.054
C 2.024 -1.264 -1.140
C 0.572 -1.721 -0.865
H 0.938 4.616 0.896
H 0.863 3.517 -0.414
H -2.623 1.416 0.795
H -2.317 -1.774 -1.505
H -1.853 -0.094 -2.152
H -3.422 -0.343 -1.124
H -1.943 -0.731 2.095
H -1.739 -2.218 1.279
H -3.179 -1.314 1.049
H 2.152 1.617 0.156
H 2.099 0.638 1.645
H 3.654 -0.164 -0.259
H 2.738 -1.265 0.925
H 2.605 -2.027 -1.552
H 1.980 -0.515 -2.046
H 0.438 -2.727 -0.439
H 0.214 -1.758 -1.832
*
```

Output
Structure (SMILES): C=P[N+]1=CC(C)(C)C2=C1CCCC2
Highest occupied orbital energy, Eh: -0.47628
Gap between HOMO and LUMO, eV: 8.71



two (212.2 kJ/mol below the next structure)



--- one ---
Here is a 2-piece molecular cluster, C2H5Cl2NOS overall from the Open Molecules 2025 dataset. Energies are from ωB97M-V with the def2-TZVPD basis set.

```
! RIJCOSX wB97M-V def2-TZVPD def2/J DEFGRID3
* xyz 0 1
C -0.801 -0.673 -0.795
C -1.483 0.180 0.216
N 1.409 0.572 1.353
O 2.079 1.358 -0.966
S 1.530 0.320 -0.141
Cl -1.605 1.868 -0.416
Cl 2.648 -1.623 -0.263
H -0.873 -1.728 -0.643
H -1.139 -0.428 -1.869
H -0.993 0.359 1.244
H -2.526 -0.062 0.294
H 1.754 -0.143 1.986
*
```

Output
Highest occupied orbital energy (alpha / beta), Eh: -0.36146 / -0.36188
Gap between HOMO and LUMO (alpha / beta), eV: 7.38 / 7.96



--- two ---
Here is a 3-piece molecular cluster, C2H5Cl2NOS overall from the Open Molecules 2025 dataset. Energies are from ωB97M-V with the def2-TZVPD basis set.

```
! RIJCOSX wB97M-V def2-TZVPD def2/J DEFGRID3
* xyz 0 1
C 0.117 -1.296 -1.450
C 1.269 -1.259 -0.812
N 0.379 1.998 1.173
O -1.204 0.596 2.335
S 0.069 0.588 1.631
Cl 2.337 0.094 -0.888
Cl -2.743 0.954 -0.107
H -0.231 -0.479 -2.058
H -0.515 -2.164 -1.381
H 1.654 -2.064 -0.203
H -2.361 0.924 1.124
H 1.229 2.108 0.636
*
```

Output
Highest occupied orbital energy, Eh: -0.37805
Gap between HOMO and LUMO, eV: 9.33



two (237.7 kJ/mol below the next structure)



--- one ---
Here is NO5S as an isolated structure from the Open Molecules 2025 dataset. Energies are from ωB97M-V with the def2-TZVPD basis set.

```
! RIJCOSX wB97M-V def2-TZVPD def2/J DEFGRID3
* xyz -1 1
N -1.125 0.180 -0.071
O -0.942 -0.935 -0.521
O -0.234 1.084 -0.191
O -2.172 0.423 0.440
O 2.795 0.233 -0.449
O 1.101 -0.737 1.050
S 1.485 -0.420 -0.322
*
```

Output
Highest occupied orbital energy, Eh: -0.19917
Gap between HOMO and LUMO, eV: 9.28



--- two ---
Here is a 2-piece molecular cluster, NO5S overall from the Open Molecules 2025 dataset. Energies are from ωB97M-V with the def2-TZVPD basis set.

```
! RIJCOSX wB97M-V def2-TZVPD def2/J DEFGRID3
* xyz -1 1
N 1.984 -0.186 0.458
O -1.684 1.259 -0.584
O 1.034 0.243 -0.356
O -1.645 -0.212 1.356
O -1.418 -1.081 -0.895
O 3.137 -0.033 0.031
S -1.408 0.010 -0.010
*
```

Output
Highest occupied orbital energy, Eh: -0.16784
Gap between HOMO and LUMO, eV: 7.94



two (51.5 kJ/mol below the next structure)